No. 1
Here is C40H36BrN7O13PbS as an isolated structure at a distorted geometry from the OMol25 dataset. Energies are from the ωB97M-V functional and the def2-TZVPD basis.

Each line ends with the Mulliken charge.
Positions of all 99 atoms, in Å:
Pb1 0.73925 1.29544 -0.10995  2.0576
C1 -5.74805 2.38304 3.90325  -1.5460
C2 -5.12725 1.69084 2.72495  0.9828
C3 -5.90485 1.26894 1.65305  -0.9337
C4 -5.33505 0.57014 0.59865  -0.3372
C5 -3.98205 0.30824 0.62685  -0.6237
C6 -3.18785 0.73994 1.67055  -0.1663
C7 -3.76205 1.42464 2.72215  -0.7912
S1 -3.07625 -0.60576 -0.62735  1.6433
O1 -3.97695 -0.95436 -1.72585  -0.8563
O2 -2.51935 -1.75586 0.04725  -0.5157
N1 -1.89245 0.39274 -1.02415  -0.0214
C8 -2.06215 1.51584 -1.71195  0.6293
C9 -3.22035 1.86554 -2.45305  -0.8642
C10 -3.24175 3.04234 -3.15585  -0.4940
C11 -2.12835 3.88474 -3.12605  -0.9329
C12 -1.04405 3.48714 -2.36945  -0.4251
N2 -1.00575 2.35594 -1.69295  0.2358
H1 -6.65555 2.91354 3.61905  0.4139
H2 -5.04905 3.09034 4.34485  0.3739
H3 -6.00395 1.64154 4.66325  0.2604
H4 -6.96585 1.48314 1.65135  0.3565
H5 -5.92415 0.21904 -0.23635  0.5202
H6 -2.13235 0.52874 1.61715  0.0371
H7 -3.14975 1.75714 3.54665  0.5622
H8 -4.05205 1.18044 -2.46035  0.5122
H9 -4.11855 3.32074 -3.73055  0.3746
H10 -2.12315 4.82054 -3.66525  0.3723
H11 -0.15465 4.09654 -2.28765  0.4930
N3 2.93285 1.06354 1.17785  -0.2918
C13 3.09055 1.99424 2.28765  -0.3889
C14 2.99165 3.44074 1.81685  -0.3003
C15 1.53655 3.99594 1.74995  0.3514
O3 1.34975 5.06924 2.31735  -0.8008
O4 0.67005 3.34794 1.10765  -0.6016
H12 2.96955 0.10634 1.50625  0.1402
H13 3.64365 1.21714 0.44895  0.1629
H14 4.07285 1.84914 2.77405  0.4131
H15 2.30735 1.77544 3.02365  0.1414
H16 3.41345 3.52874 0.81325  0.0473
H17 3.53955 4.09444 2.49825  0.2622
O5 0.80655 0.67514 3.94535  -0.8516
C16 -0.04335 0.15984 3.22815  -0.1671
O6 -0.13155 0.07454 1.98955  -0.2682
C17 -1.16745 -0.57666 4.00675  -0.1217
C18 -1.57245 -0.08926 5.23865  -0.1341
C19 -2.51725 -0.79706 5.98565  -0.3710
C20 -2.98005 -2.03256 5.54785  -0.3851
C21 -2.52545 -2.52176 4.33295  -0.0003
C22 -1.66855 -1.77566 3.52245  -0.1581
N4 -2.92465 -3.83446 3.92945  1.0069
O7 -3.99045 -4.26706 4.34075  -0.6366
O8 -2.16335 -4.46586 3.21825  -0.5702
N5 -2.95995 -0.30496 7.24875  1.0447
O9 -2.57455 0.79644 7.61565  -0.6247
O10 -3.70085 -1.01736 7.92155  -0.6537
H18 -1.15315 0.83194 5.61495  0.6112
H19 -3.65835 -2.60636 6.16125  0.5872
H20 -1.42065 -2.11106 2.52515  0.5119
Br1 7.89105 3.66114 -4.85055  -0.2624
C23 6.02805 3.28304 -4.60185  0.0116
C24 5.17245 3.49954 -5.66545  -0.3582
C25 3.82295 3.23464 -5.48855  -0.5692
C26 3.35705 2.77504 -4.27015  -0.6078
C27 4.23215 2.56584 -3.21335  0.1934
C28 5.58725 2.81694 -3.38145  -0.2195
C29 3.69445 2.07114 -1.85745  0.3807
O11 4.53135 1.61144 -1.07005  -0.9535
O12 2.46545 2.22214 -1.71525  -0.6877
H21 5.55035 3.86784 -6.60925  0.3791
H22 3.13595 3.39534 -6.30815  0.3872
H23 2.30985 2.57294 -4.10715  0.4621
H24 6.26135 2.64414 -2.55625  0.5688
C30 0.52955 -5.24836 -1.10195  -1.0848
N6 0.46465 -4.10066 -1.98605  -0.1270
N7 1.47215 -3.14766 -1.79015  0.5259
C31 0.92295 -1.85356 -1.86655  0.0844
O13 1.59105 -0.84086 -1.74205  -0.4702
C32 -0.46885 -2.06176 -2.13785  -0.3271
C33 -0.71945 -3.38916 -2.11595  0.2939
C34 -2.03075 -4.07576 -2.17645  -1.5797
C35 2.79015 -3.42586 -2.14875  0.1918
C36 3.81565 -2.60496 -1.68045  -0.5379
C37 5.11575 -2.83236 -2.08965  -0.6074
C38 5.41495 -3.87656 -2.95005  -0.4046
C39 4.39785 -4.69466 -3.41195  -0.7007
C40 3.08985 -4.47206 -3.02105  -0.0384
H25 1.56025 -5.59916 -1.05355  0.4214
H26 -0.10195 -6.03836 -1.50515  0.4009
H27 0.19255 -4.99966 -0.09005  0.2590
H28 -1.17375 -1.26716 -2.25365  0.5165
H29 -2.80255 -3.32536 -2.32555  0.3286
H30 -2.22225 -4.55916 -1.21985  0.3274
H31 -2.06585 -4.82746 -2.96595  0.4557
H32 3.57785 -1.76376 -1.05325  0.5218
H33 5.89655 -2.17656 -1.73535  0.4193
H34 6.43475 -4.04626 -3.26585  0.3607
H35 4.61995 -5.49966 -4.10035  0.3579
H36 2.29095 -5.07626 -3.42445  0.4157

## Properties
Total charge: -2
HOMO-LUMO gap (eV): 5.882
LUMO energy (eV): 2.940
Electronic energy (hartree): -6072.4008

---

No. 2
Here is a 2-piece molecular cluster, C9H10ClF3O8S overall from the OMol25 dataset. Energies are from the ωB97M-V functional and the def2-TZVPD basis.

Each line ends with the natural charge from an NBO analysis.
Positions of all 32 atoms, in Å:
C1 3.12364 -0.39243 -0.64348  -0.6905
C2 1.87842 0.36747 -0.15750  0.2642
C3 2.29150 1.83288 0.05236  -0.6270
C4 1.73446 2.53372 1.24975  0.5433
O1 0.93369 3.40218 1.22553  -0.5077
Cl1 2.49458 2.07911 2.76780  -0.0925
O2 1.40684 -0.24574 1.06976  -0.7164
S1 0.70955 -1.64587 0.70541  2.5398
O3 -0.42180 -1.86481 1.50376  -0.7876
O4 1.71386 -2.64799 0.57377  -0.9335
O5 0.28837 -1.19277 -0.79120  -0.6950
C5 0.68518 0.13687 -1.10133  0.0760
C6 -0.41946 1.18785 -0.98120  -0.4436
C7 -1.82922 0.80147 -1.44210  -0.4781
C8 -2.67507 -0.09568 -0.54214  0.9892
F1 -3.96591 0.27456 -0.71066  -0.3379
F2 -2.58647 -1.37387 -0.86004  -0.2898
F3 -2.36438 0.09148 0.73396  -0.3013
H1 3.76924 -0.54018 0.21955  0.2293
H2 2.88166 -1.33710 -1.11514  0.2432
H3 3.66459 0.21495 -1.37364  0.1959
H4 2.01370 2.40196 -0.83372  0.2389
H5 3.37866 1.86506 0.13517  0.2384
H6 1.13046 0.14460 -2.10042  0.1814
H7 -0.48195 1.54617 0.04397  0.2371
H8 -0.10873 2.00109 -1.63982  0.2013
H9 -1.81869 0.38311 -2.44988  0.2130
H10 -2.40295 1.72651 -1.50424  0.2232
C9 -3.76277 -2.90333 1.99109  0.9186
O6 -4.45652 -1.84391 1.78045  -0.8772
O7 -3.61592 -3.79779 1.05561  -0.8823
O8 -3.18857 -3.10957 3.13859  -0.8723

## Properties
Total charge: -2
HOMO-LUMO gap (eV): 1.511
LUMO energy (eV): 3.821
Electronic energy (hartree): -2108.7608

---

No. 3
Here is an isolated ion of composition C9H7N8O4 and charge -1 at a distorted geometry from the OMol25 dataset. Energies are from the ωB97M-V functional and the def2-TZVPD basis.

Each line ends with the natural charge from an NBO analysis.
Positions of all 28 atoms, in Å:
C1 2.41750 -1.94722 1.55796  -0.6523
C2 0.99564 -2.08422 1.21971  0.3696
N1 0.38452 -3.19688 1.57642  -0.4796
C3 -0.96102 -3.03094 1.31681  -0.1074
C4 -1.15613 -1.79194 0.73069  -0.0880
N2 0.08963 -1.21723 0.55707  -0.3678
H1 2.97483 -1.22780 0.96560  0.2165
H2 2.55115 -1.74934 2.63501  0.2362
H3 2.82865 -2.95421 1.42382  0.2347
H4 -1.70450 -3.79829 1.52247  0.1999
H5 -2.05606 -1.31587 0.38771  0.2166
O1 -1.58944 4.64665 -0.11629  -0.3916
N3 -1.57168 3.79182 -1.01160  0.5148
O2 -2.04882 4.01588 -2.15639  -0.4662
C5 -1.03043 2.48110 -0.79092  -0.1497
C6 -1.01317 1.51324 -1.81599  -0.0767
C7 -0.34454 0.30195 -1.62292  -0.0648
N4 -0.31915 -0.61737 -2.69897  0.4854
O3 -0.79794 -0.26670 -3.81036  -0.4557
O4 0.15937 -1.76417 -2.49694  -0.4456
C8 0.45633 -0.12898 -0.38872  0.1217
N5 0.50302 1.05881 0.44847  -0.2198
N6 1.04688 0.97834 1.70521  -0.0950
N7 0.65659 2.02742 2.34416  -0.0566
N8 -0.14221 2.79422 1.57962  -0.3089
C9 -0.30449 2.16395 0.40863  0.3241
H6 -1.47922 1.73870 -2.77472  0.2840
H7 1.45467 -0.42092 -0.69553  0.2221

## Properties
Total charge: -1
HOMO-LUMO gap (eV): 7.358
LUMO energy (eV): 2.079
Electronic energy (hartree): -1086.0327

---

No. 4
Here is a single C8H18 molecule at a distorted geometry from the OMol25 dataset. Energies are from the ωB97M-V functional and the def2-TZVPD basis.

Each line ends with the natural charge from an NBO analysis.
Positions of all 26 atoms, in Å:
C1 2.62957 -0.46783 -0.75928  -0.6121
C2 1.24226 -0.97283 -0.38296  -0.3885
C3 0.22885 0.13081 0.21679  -0.0223
C4 0.29759 1.42703 -0.58783  -0.6261
C5 0.64558 0.41513 1.66145  -0.6132
C6 -1.15688 -0.52053 0.15204  -0.2039
C7 -2.20088 0.24509 1.08593  -0.6110
C8 -1.76046 -0.59817 -1.24701  -0.6134
H1 3.25191 -1.30409 -1.07685  0.2112
H2 3.12156 0.01671 0.08095  0.1989
H3 2.57646 0.23541 -1.58708  0.2020
H4 1.34614 -1.75492 0.37283  0.1961
H5 0.81361 -1.45466 -1.26243  0.1977
H6 -0.49145 2.11054 -0.28228  0.2084
H7 0.21105 1.23979 -1.65462  0.2092
H8 1.24496 1.92981 -0.40709  0.2119
H9 0.08652 1.25181 2.07170  0.2089
H10 1.70179 0.67007 1.70273  0.2074
H11 0.47464 -0.45491 2.29221  0.2062
H12 -1.07142 -1.53493 0.55629  0.1986
H13 -3.17076 -0.23449 0.96999  0.2071
H14 -1.93560 0.20365 2.13774  0.2078
H15 -2.30059 1.28291 0.77768  0.1983
H16 -2.56985 -1.32637 -1.25853  0.2119
H17 -1.05035 -0.89690 -2.01301  0.2055
H18 -2.16422 0.36186 -1.55935  0.2036

## Properties
HOMO-LUMO gap (eV): 11.193
SMILES string: CCC(C)(C)C(C)C
LUMO energy (eV): 0.941
Electronic energy (hartree): -315.6130

---

No. 5
Here is C2H2NiO4 as an isolated structure at a distorted geometry from the OMol25 dataset. Energies are from the ωB97M-V functional and the def2-TZVPD basis.

Each line ends with the natural charge from an NBO analysis.
Positions of all 9 atoms, in Å:
O1 -0.02253 0.35193 2.04877  -0.8589
C1 0.56658 -0.58289 1.37327  0.9039
O2 1.58472 -0.27652 0.66154  -0.8000
O3 -0.29321 -1.43304 0.87521  -0.9228
C2 0.05661 0.50583 -1.38215  0.3383
O4 -1.11996 0.66973 -1.00771  -0.6897
Ni1 -1.74468 -0.14164 0.70629  0.7195
H1 0.65980 1.41843 -1.54192  0.1437
H2 0.31265 -0.51183 -1.73330  0.1659

## Properties
Total charge: -1
HOMO-LUMO gap (alpha / beta) (eV): 5.452 / 7.306
Spin multiplicity: 4
LUMO energy (alpha / beta) (eV): 3.449 / 3.243
Electronic energy (hartree): -1886.6186